A cluster of 6 separate species, H12O6 in total at a distorted geometry, computed with ωB97M-V/def2-TZVPD.

Summary:
Relative energy (zero: lowest compared OMol25 entry of this formula, charge and spin) ... 168.2 kJ/mol
Expectation value of S² ... 0.758
2S+1 ... 2
HOMO energy (alpha / beta) ... -0.5371 / -0.5327 Eh
Net charge ... +1

```
18
Properties=species:S:1:pos:R:3:forces:R:3:mulliken_charge:R:1
H 4.3024 0.1588 -2.0091 0.2 0.0 -0.3 0.3363
H -0.4272 2.5168 -0.6147 0.7 1.0 1.2 0.4130
O 4.1310 -0.0194 -1.0844 -0.1 0.1 0.3 -0.6077
H -3.5966 -2.0610 -1.1704 -0.4 0.0 0.1 0.3387
H 0.4982 -0.7404 -0.0526 0.4 -0.3 -0.2 0.3810
H -0.9998 -0.7022 -0.2682 -0.8 -0.3 -0.4 0.2952
H -1.7967 1.9328 -0.8892 -1.0 -0.2 0.3 0.3944
H 1.1991 2.4323 0.8787 0.8 0.4 0.2 0.4018
O -2.7326 -1.8276 -1.5099 0.5 0.5 0.2 -0.6618
H 0.3217 1.1998 0.9331 -0.3 -1.1 0.0 0.4488
O -0.3108 -0.3858 0.3161 0.4 0.2 0.2 -0.8399
H 3.2115 -0.2841 -1.0575 -0.1 -0.2 -0.1 0.2715
H -2.1944 -2.6028 -1.3497 0.0 -0.4 -0.1 0.3350
O -0.1703 -1.6604 2.7583 0.3 -0.5 0.4 -0.4564
O -0.9728 2.1647 -1.3179 0.3 -0.7 -1.0 -0.2882
H -0.2674 -1.2223 1.9128 -0.3 0.2 -0.8 0.4562
H -0.5196 -1.0356 3.3938 -0.2 0.2 0.6 0.3654
O 0.3245 2.1364 1.1309 -0.5 0.7 -0.5 -0.5831
```
Forces are in eV/Å.